[1]
The following is a DFT calculation (the ωB97M-V functional and the def2-TZVPD basis) of a structure of composition C22H39GeN2O3S3SbSeTi in a non-equilibrium geometry.

Results
ΔE to the lowest compared entry with this formula, charge and spin: 38.69 kJ/mol
HOMO energy: -8.05 eV
Max |F|: 0.0328 Eh/bohr
Kohn-Sham gap: 6.929 eV
LUMO energy: -1.1 eV

```
! wB97M-V def2-TZVPD RIJCOSX def2/J DEFGRID3
* xyz 0 1
Ti 0.283 0.362 0.197
C -2.625 3.424 0.132
C -2.213 2.061 -0.445
C -3.285 1.019 -0.099
C -2.077 2.133 -1.971
O -0.959 1.699 0.118
Ge 0.725 3.080 -0.298
O 1.293 1.566 -1.281
C 2.005 1.490 -2.524
C 1.044 1.082 -3.643
C 2.634 2.851 -2.826
C 3.112 0.441 -2.395
O 1.403 2.205 1.222
C 1.819 2.860 2.420
C 2.123 1.785 3.467
C 0.698 3.784 2.909
C 3.084 3.673 2.126
H -3.646 3.663 -0.149
H -2.559 3.390 1.220
H -1.956 4.206 -0.236
H -4.176 1.225 -0.687
H -2.930 0.013 -0.341
H -3.546 1.070 0.953
H -3.014 2.437 -2.426
H -1.299 2.850 -2.242
H -1.805 1.146 -2.350
H 0.339 1.880 -3.860
H 1.607 0.852 -4.541
H 0.496 0.189 -3.344
H 1.854 3.607 -2.952
H 3.284 3.143 -2.000
H 3.222 2.799 -3.737
H 2.688 -0.551 -2.240
H 3.715 0.412 -3.298
H 3.768 0.685 -1.558
H 1.274 1.110 3.581
H 2.983 1.198 3.153
H 2.346 2.249 4.424
H -0.206 3.201 3.072
H 0.968 4.285 3.835
H 0.494 4.536 2.142
H 3.856 3.019 1.725
H 2.860 4.447 1.387
H 3.463 4.146 3.029
S 2.242 -3.207 -1.977
Sb 0.761 -2.890 -0.311
S -0.319 -0.872 2.112
S -0.650 -1.152 -1.276
C -1.661 -3.769 3.605
N -2.799 -3.864 2.717
C -4.023 -4.109 3.442
C -2.881 -2.774 1.756
C -3.065 -1.395 2.345
C -4.335 -0.988 2.741
C -4.555 0.232 3.355
C -3.495 1.099 3.564
C -2.228 0.725 3.161
C -2.000 -0.505 2.547
H -1.679 -2.878 4.250
H -0.745 -3.750 3.012
H -1.645 -4.657 4.237
H -4.239 -3.359 4.219
H -3.947 -5.085 3.923
H -4.858 -4.142 2.743
H -3.719 -2.997 1.087
H -1.950 -2.799 1.173
H -5.176 -1.635 2.542
H -5.550 0.506 3.668
H -3.660 2.059 4.030
H -1.380 1.382 3.320
Se 4.665 -0.255 1.263
C 3.047 -0.452 0.801
N 1.920 -0.615 0.457
*
```



[2]
The following is a DFT calculation (the ωB97M-V functional and the def2-TZVPD basis) of a structure of composition C22H39IrN2O4S in a non-equilibrium geometry.

Results
ΔE to the lowest compared entry with this formula, charge and spin: 275.80 kJ/mol
HOMO energy (alpha / beta): -16.88 / -18.10 eV
Max |F|: 0.0335 Eh/bohr
Kohn-Sham gap (alpha / beta): 6.554 / 7.346 eV
LUMO energy (alpha / beta): -10.3 / -10.8 eV

```
! wB97M-V def2-TZVPD RIJCOSX def2/J DEFGRID3
* xyz 3 2
Ir 0.451 -0.128 -0.374
C -1.699 -3.247 2.710
N -1.315 -1.916 3.183
C -1.703 -1.618 4.557
C -0.646 -1.111 2.388
O -0.333 -1.462 1.220
C -0.259 0.265 2.892
O 0.118 1.088 1.799
C 1.212 1.955 2.045
C 2.479 1.314 1.496
O 2.360 0.575 0.476
N 3.641 1.542 2.059
C 3.825 2.439 3.201
C 4.848 0.893 1.547
H -1.563 -3.971 3.510
H -2.750 -3.246 2.418
H -1.090 -3.533 1.859
H -1.017 -2.084 5.266
H -1.726 -0.551 4.756
H -2.698 -2.021 4.737
H -1.107 0.739 3.391
H 0.560 0.159 3.610
H 1.013 2.864 1.470
H 1.291 2.208 3.101
H 3.242 3.352 3.092
H 3.565 1.944 4.139
H 4.873 2.720 3.259
H 4.574 0.052 0.919
H 5.442 1.604 0.971
H 5.449 0.533 2.380
C 1.109 -1.288 -2.547
C 2.218 -0.436 -2.209
C 1.810 0.919 -2.438
C 0.458 0.908 -2.924
C 0.034 -0.444 -3.021
C -1.191 -0.910 -3.696
C -0.283 2.076 -3.434
C 2.691 2.100 -2.379
C 3.589 -0.879 -1.894
C 1.168 -2.757 -2.698
H -1.023 -0.918 -4.780
H -2.020 -0.226 -3.521
H -1.460 -1.925 -3.409
H -0.019 2.235 -4.487
H -0.015 2.991 -2.909
H -1.360 1.928 -3.401
H 3.196 2.240 -3.343
H 3.474 1.969 -1.635
H 2.133 3.013 -2.179
H 4.147 -1.036 -2.826
H 3.601 -1.822 -1.350
H 4.124 -0.120 -1.329
H 1.255 -2.997 -3.765
H 0.260 -3.244 -2.344
H 2.032 -3.184 -2.197
O -1.661 0.202 -0.808
S -2.830 -0.215 0.107
C -3.947 -1.243 -0.919
C -5.323 -0.712 -0.558
C -5.207 0.805 -0.700
C -3.984 1.217 0.114
H -3.787 -2.291 -0.676
H -3.696 -1.058 -1.963
H -5.581 -0.986 0.468
H -6.094 -1.118 -1.211
H -6.101 1.315 -0.344
H -5.067 1.065 -1.751
H -4.243 1.390 1.158
H -3.444 2.078 -0.277
*
```



[3]
The following is a DFT calculation (the ωB97M-V functional and the def2-TZVPD basis) of a structure of composition C22H39IrN2O4S.

Results
ΔE to the lowest compared entry with this formula, charge and spin: 45.26 kJ/mol
HOMO energy (alpha / beta): -17.78 / -18.07 eV
Max |F|: 0.0174 Eh/bohr
Kohn-Sham gap (alpha / beta): 8.083 / 7.361 eV
LUMO energy (alpha / beta): -9.7 / -10.7 eV

```
! wB97M-V def2-TZVPD RIJCOSX def2/J DEFGRID3
* xyz 3 2
Ir 0.653 -0.054 -0.695
C -0.754 -3.393 2.441
N -0.824 -1.956 2.755
C -1.301 -1.640 4.103
C -0.415 -1.069 1.884
O 0.006 -1.429 0.741
C -0.422 0.379 2.292
O -0.033 1.205 1.179
C 1.057 2.054 1.505
C 2.318 1.215 1.419
O 2.304 0.237 0.596
N 3.361 1.491 2.149
C 3.420 2.655 3.050
C 4.578 0.665 2.071
H -0.391 -3.923 3.319
H -1.747 -3.769 2.193
H -0.082 -3.562 1.609
H -0.516 -1.826 4.837
H -1.638 -0.611 4.189
H -2.144 -2.288 4.333
H -1.415 0.697 2.603
H 0.271 0.525 3.124
H 1.072 2.837 0.745
H 0.908 2.510 2.482
H 2.946 3.526 2.605
H 2.965 2.425 4.014
H 4.465 2.899 3.218
H 4.351 -0.296 1.627
H 5.331 1.183 1.476
H 4.966 0.523 3.077
C 0.897 -1.318 -2.436
C 2.125 -0.623 -2.136
C 1.869 0.803 -2.228
C 0.522 0.956 -2.636
C -0.022 -0.351 -2.915
C -1.308 -0.645 -3.566
C -0.198 2.242 -2.848
C 2.901 1.865 -2.101
C 3.459 -1.224 -1.889
C 0.735 -2.797 -2.399
H -1.121 -0.674 -4.648
H -2.050 0.123 -3.380
H -1.685 -1.627 -3.286
H -0.029 2.591 -3.870
H 0.173 3.019 -2.181
H -1.269 2.126 -2.707
H 3.361 2.048 -3.075
H 3.693 1.562 -1.418
H 2.472 2.809 -1.764
H 3.919 -1.472 -2.849
H 3.396 -2.145 -1.311
H 4.112 -0.525 -1.375
H 0.788 -3.213 -3.408
H -0.232 -3.073 -1.978
H 1.521 -3.256 -1.803
O -1.731 0.295 -0.972
S -2.807 0.010 0.088
C -3.948 -1.195 -0.656
C -5.344 -0.644 -0.406
C -5.254 0.844 -0.739
C -4.023 1.371 -0.001
H -3.764 -2.186 -0.243
H -3.690 -1.179 -1.715
H -5.633 -0.790 0.637
H -6.079 -1.164 -1.020
H -6.145 1.386 -0.427
H -5.142 0.987 -1.814
H -4.249 1.654 1.028
H -3.508 2.198 -0.492
*
```



[4]
The following is a DFT calculation (the ωB97M-V functional and the def2-TZVPD basis) of a structure of composition C22H39N2OPSiZr in a non-equilibrium geometry.

Results
ΔE to the lowest compared entry with this formula, charge and spin: 680.42 kJ/mol
HOMO energy (alpha / beta): -3.22 / -3.22 eV
Max |F|: 0.0645 Eh/bohr
Kohn-Sham gap (alpha / beta): 3.394 / 3.391 eV
LUMO energy (alpha / beta): 0.2 / 0.2 eV

```
! wB97M-V def2-TZVPD RIJCOSX def2/J DEFGRID3
* xyz 0 1
Zr 0.360 -0.058 0.462
Si 1.154 -2.713 0.713
P 1.715 -2.848 -1.451
N -1.012 -0.599 -0.838
H -0.645 -0.311 2.028
C 1.536 -1.615 -2.772
H 1.782 -2.109 -3.729
H 2.219 -0.770 -2.617
H 0.498 -1.241 -2.813
C 3.455 -3.347 -1.533
H 3.648 -3.735 -2.544
H 3.672 -4.136 -0.800
H 4.116 -2.492 -1.342
C 0.768 -4.281 -2.032
H 1.222 -4.636 -2.969
H -0.278 -4.002 -2.210
H 0.798 -5.085 -1.285
C 2.598 -2.673 1.897
H 2.674 -1.702 2.405
H 3.547 -2.906 1.392
H 2.385 -3.451 2.646
H -0.082 -1.800 1.076
H 0.505 -4.019 1.009
C -2.058 -1.158 -1.470
C -3.831 -1.006 -3.142
C -2.705 -0.467 -2.539
C -2.560 -2.455 -1.093
C -3.686 -2.970 -1.721
C -4.335 -2.252 -2.732
H -4.324 -0.449 -3.937
H -2.276 0.497 -2.824
H -2.035 -2.984 -0.292
H -4.067 -3.946 -1.409
H -5.227 -2.660 -3.205
C 3.267 1.394 -0.630
O 2.118 0.883 -0.326
C 3.476 2.833 -0.876
H 3.964 3.318 -0.017
H 2.564 3.393 -1.126
H 4.185 2.895 -1.712
C 4.493 0.567 -0.740
H 4.671 0.347 -1.805
H 4.476 -0.356 -0.157
H 5.340 1.175 -0.398
C -2.250 4.527 1.668
N -1.231 3.738 0.921
C -0.471 4.633 0.007
C -0.303 2.879 1.811
C -1.117 1.863 2.566
C -1.667 2.206 3.805
C -2.656 1.397 4.384
C -3.238 0.361 3.624
C -2.704 0.031 2.383
C -1.427 0.570 2.044
H -1.729 5.219 2.332
H -2.901 3.858 2.227
H -2.833 5.089 0.933
H -1.765 3.070 0.339
H 0.115 5.326 0.615
H 0.187 4.037 -0.636
H -1.187 5.187 -0.612
H 0.486 2.485 1.129
H 0.190 3.615 2.470
H -1.334 3.119 4.305
H -3.003 1.603 5.392
H -4.088 -0.180 4.029
H -3.159 -0.704 1.716
*
```



[5]
The following is a DFT calculation (the ωB97M-V functional and the def2-TZVPD basis) of a structure of composition C22H40As4F7KN2O2 in a non-equilibrium geometry.

Results
ΔE to the lowest compared entry with this formula, charge and spin: 123.79 kJ/mol
HOMO energy (alpha / beta): -4.47 / -4.47 eV
Max |F|: 0.0221 Eh/bohr
Kohn-Sham gap (alpha / beta): 6.888 / 6.124 eV
LUMO energy (alpha / beta): 2.4 / 1.7 eV

```
! wB97M-V def2-TZVPD RIJCOSX def2/J DEFGRID3
* xyz -1 2
K 1.011 -2.857 -0.505
C 4.738 -2.899 2.667
C 3.594 -2.480 1.785
N 3.665 -2.400 0.510
O 4.942 -2.711 0.008
C 2.297 -2.221 2.451
C 2.115 -2.488 3.918
N 1.320 -1.826 1.692
O 0.117 -1.715 2.186
H 5.661 -2.992 2.106
H 4.507 -3.861 3.130
H 4.870 -2.179 3.476
H 4.751 -2.926 -0.914
H 2.325 -3.528 4.184
H 1.075 -2.273 4.158
H 2.761 -1.859 4.538
C 1.815 1.714 2.462
As 0.131 1.282 1.558
C -0.923 1.068 3.199
C -0.358 3.154 1.135
C -1.522 3.312 0.151
C -2.780 2.582 0.625
C -1.164 2.820 -1.274
As -0.989 0.994 -2.093
C 0.876 0.552 -1.679
C -1.841 -0.364 -0.959
C -1.844 4.815 -0.036
As -2.183 6.146 1.396
C -0.358 6.488 2.041
C -2.829 5.148 2.960
H 1.686 2.522 3.186
H 2.565 2.001 1.725
H 2.160 0.814 2.968
H -0.781 1.914 3.877
H -0.580 0.148 3.670
H -1.982 0.965 2.966
H 0.535 3.622 0.705
H -0.579 3.684 2.063
H -2.596 1.513 0.729
H -3.587 2.711 -0.102
H -3.128 2.958 1.587
H -0.216 3.285 -1.570
H -1.916 3.249 -1.942
H 1.505 1.367 -2.040
H 1.171 -0.348 -2.223
H 1.051 0.405 -0.613
H -2.910 -0.168 -0.871
H -1.387 -0.459 0.026
H -1.736 -1.301 -1.510
H -2.721 4.901 -0.685
H -1.024 5.287 -0.589
H 0.262 6.790 1.196
H 0.099 5.627 2.524
H -0.398 7.318 2.746
H -3.855 4.821 2.794
H -2.830 5.853 3.793
H -2.214 4.290 3.223
F 1.869 -3.164 -2.598
As 2.624 -4.766 -2.685
F 2.372 -4.730 -4.392
F 4.161 -3.974 -2.831
F 3.354 -6.318 -2.780
F 2.807 -4.745 -0.949
F 1.041 -5.460 -2.445
F -4.458 -4.437 -2.304
C -3.498 -3.746 -2.960
C -3.815 -2.499 -3.474
C -2.837 -1.788 -4.138
C -1.532 -2.315 -4.303
C -0.521 -1.585 -4.946
C -1.270 -3.607 -3.780
C -2.241 -4.313 -3.102
H -4.810 -2.100 -3.331
H -3.053 -0.798 -4.519
H -0.712 -0.587 -5.315
H 0.474 -1.998 -5.043
H -0.289 -4.039 -3.919
H -2.039 -5.295 -2.694
*
```



[6]
The following is a DFT calculation (the ωB97M-V functional and the def2-TZVPD basis) of a structure of composition C22H40BHfO2P in a non-equilibrium geometry.

Results
HOMO energy: -19.50 eV
Max |F|: 0.0839 Eh/bohr
Kohn-Sham gap: 3.810 eV
LUMO energy: -15.7 eV

```
! wB97M-V def2-TZVPD RIJCOSX def2/J DEFGRID3
* xyz 4 1
C -0.254 1.742 1.578
C -1.164 0.689 1.600
P -1.974 -0.016 0.124
C -1.629 0.694 -1.600
C -0.191 1.254 -1.840
C 0.319 0.564 -3.181
C 1.482 1.324 -3.867
C 2.636 1.724 -2.923
C 3.286 0.453 -2.308
C 4.645 0.906 -1.621
C 5.573 -0.241 -1.102
C -0.710 -1.501 -0.128
C 0.189 -1.801 1.068
C -0.240 -2.712 2.052
C 0.531 -3.086 3.160
C 1.825 -2.579 3.396
C 2.317 -1.662 2.490
C 3.780 -1.101 2.815
C 1.477 -1.266 1.278
C -3.430 1.369 0.342
C -4.259 1.257 1.625
C -4.319 2.701 2.300
O -5.579 0.897 1.347
B -3.438 -1.408 0.206
C -4.434 -1.430 -1.018
O -3.579 -2.239 1.254
H 0.783 1.596 1.242
H -0.519 2.764 1.887
H -1.421 0.301 2.602
H -2.342 1.491 -1.834
H -1.820 -0.136 -2.303
H 0.515 0.956 -1.048
H -0.213 2.330 -2.038
H -0.543 0.630 -3.869
H 0.513 -0.516 -3.056
H 1.923 0.632 -4.608
H 1.128 2.175 -4.467
H 3.425 2.179 -3.544
H 2.335 2.478 -2.181
H 2.556 -0.049 -1.600
H 3.507 -0.312 -3.077
H 5.165 1.497 -2.387
H 4.348 1.572 -0.793
H 6.382 0.220 -0.515
H 6.026 -0.726 -1.980
H 5.043 -0.959 -0.422
H -0.072 -1.371 -1.018
H -1.279 -2.429 -0.317
H -1.209 -3.203 1.974
H 0.143 -3.822 3.871
H 2.427 -2.891 4.252
H 4.477 -1.963 2.773
H 3.832 -0.731 3.850
H 4.152 -0.366 2.078
H 1.891 -0.481 0.509
H -4.138 1.321 -0.508
H -2.984 2.378 0.306
H -3.851 0.590 2.401
H -4.856 2.531 3.246
H -4.924 3.392 1.700
H -3.323 3.077 2.564
H -5.932 0.337 2.057
H -4.143 -0.714 -1.801
H -4.565 -2.444 -1.427
H -5.412 -1.084 -0.618
H -3.215 -3.110 1.009
Hf 3.331 -1.676 0.046
*
```



[7]
The following is a DFT calculation (the ωB97M-V functional and the def2-TZVPD basis) of a structure of composition C22H40BeBr2Cl2FIN2O6 in a non-equilibrium geometry.

Results
HOMO energy: -11.77 eV
Max |F|: 0.0720 Eh/bohr
Kohn-Sham gap: 0.976 eV
LUMO energy: -10.8 eV

```
! wB97M-V def2-TZVPD RIJCOSX def2/J DEFGRID3
* xyz 2 1
C -4.281 0.092 -4.738
C -4.074 -1.338 -5.175
O -4.917 -2.118 -4.966
N -2.875 -1.697 -5.838
C -2.863 -3.143 -6.104
C -1.766 -1.226 -4.971
C -0.553 -2.139 -4.909
C 0.715 -1.510 -4.312
C 0.510 -0.727 -3.009
C 0.720 -1.587 -1.748
O 2.042 -1.282 -1.309
C 2.401 -1.967 -0.119
C 1.204 -2.312 0.773
O 1.590 -2.557 2.092
N 0.193 -1.251 0.725
C 0.717 0.080 1.173
C -0.293 0.891 1.951
C -1.455 1.450 1.137
Cl -0.941 0.003 3.367
C -0.342 -1.172 -0.705
C -1.713 -1.846 -0.873
C -1.838 -3.314 -0.440
C -3.327 -3.584 -0.117
I -1.367 -4.706 -2.045
H -3.638 0.808 -5.247
H -4.001 0.142 -3.681
H -5.322 0.376 -4.787
H -2.843 -3.738 -5.185
H -3.758 -3.370 -6.666
H -2.044 -3.389 -6.778
H -2.080 -1.059 -3.939
H -1.412 -0.251 -5.319
H -0.790 -3.030 -4.282
H -0.264 -2.519 -5.913
H 1.080 -0.803 -5.057
H 1.526 -2.228 -4.193
H 1.279 0.042 -2.981
H -0.429 -0.181 -2.971
H 0.699 -2.654 -1.985
H 2.890 -2.910 -0.385
H 3.148 -1.397 0.428
H 0.824 -3.258 0.389
H 2.075 -3.397 2.072
H -0.607 -1.539 1.305
H 1.537 -0.133 1.858
H 1.171 0.642 0.366
H 0.243 1.747 2.348
H -1.059 1.768 0.170
H -1.943 2.295 1.608
H -2.206 0.695 0.906
H -0.502 -0.114 -0.875
H -2.409 -1.285 -0.242
H -2.049 -1.694 -1.895
H -1.295 -3.560 0.469
H -3.946 -3.464 -1.002
H -3.648 -2.974 0.724
H -3.394 -4.637 0.146
Br 1.292 4.109 3.937
C 0.775 3.462 5.692
C -0.704 3.187 5.802
Br -1.730 4.824 5.964
H 1.123 4.237 6.422
H 1.341 2.542 5.826
H -0.918 2.621 6.706
H -1.089 2.653 4.938
C 5.507 6.171 4.531
C 6.144 5.025 5.275
O 5.374 4.976 6.470
C 4.145 5.445 6.159
O 3.178 5.306 6.852
O 4.144 6.087 4.975
F 7.429 5.283 5.587
H 5.925 7.135 4.822
H 5.574 6.067 3.451
H 6.083 4.062 4.765
Cl 2.077 3.164 7.935
Be 0.009 -4.324 -5.352
*
```